Computed, not measured: the molecule C7H9FOS, with wB97M-V/def2-TZVPD.

Largest force on an atom ... 1.94 eV Å⁻¹
2S+1 ... 1
E_LUMO ... 0.072 eV
E_tot ... -845.215064 Ha
Gap between HOMO and LUMO ... 8.14 eV
Highest occupied orbital energy ... -0.297 Ha
Molar mass ... 160.21 Da

Last column: natural (NBO) charge in e.
Atoms and positions in Å:
S (1.6774, 1.3362, -2.2123)  0.7451
F (-1.5165, 1.7642, 1.9476)  -0.3490
O (0.5739, 1.4392, -1.0638)  -0.6512
C (0.1257, 0.2234, 1.5574)  -0.2541
C (-2.1306, 0.1871, 0.3573)  -0.2839
C (1.7638, -0.5116, -0.1746)  -0.4913
C (-2.0167, -0.6458, -0.6717)  -0.3493
C (0.8957, 0.0178, -1.3039)  -0.1202
C (-1.0934, 0.6658, 1.2502)  0.3710
C (0.8407, -0.9495, 0.9783)  -0.4254
H (-1.0740, -1.0487, -1.0043)  0.2212
H (0.1336, -1.6939, 0.6132)  0.2209
H (0.8779, 1.2771, -3.3290)  0.1048
H (-2.8859, -0.9152, -1.2500)  0.1971
H (0.6763, 0.7979, 2.2911)  0.2170
H (2.3145, -1.3803, -0.5466)  0.2228
H (1.4575, -1.4050, 1.7565)  0.2197
H (-3.0998, 0.6158, 0.5939)  0.2188
H (2.4800, 0.2254, 0.2106)  0.1860